Entry 1:
{"formula": "C49H118N10O17", "method": "wB97M-V/def2-TZVPD", "species": ["C", "C", "C", "C", "C", "C", "N", "O", "C", "C", "C", "H", "H", "H", "H", "H", "H", "H", "H", "H", "H", "H", "H", "H", "H", "H", "H", "H", "H", "H", "C", "C", "C", "C", "C", "C", "N", "O", "C", "C", "C", "H", "H", "H", "H", "H", "H", "H", "H", "H", "H", "H", "H", "H", "H", "H", "H", "H", "H", "H", "C", "C", "C", "C", "C", "C", "N", "O", "C", "C", "C", "H", "H", "H", "H", "H", "H", "H", "H", "H", "H", "H", "H", "H", "H", "H", "H", "H", "H", "H", "C", "C", "C", "C", "C", "C", "N", "O", "C", "C", "C", "H", "H", "H", "H", "H", "H", "H", "H", "H", "H", "H", "H", "H", "H", "H", "H", "H", "H", "H", "C", "C", "O", "O", "H", "H", "H", "H", "H", "H", "C", "C", "O", "O", "H", "H", "H", "H", "H", "H", "C", "C", "O", "O", "H", "H", "H", "H", "H", "H", "C", "C", "O", "O", "H", "H", "H", "H", "H", "H", "C", "C", "O", "O", "H", "H", "H", "H", "H", "H", "C", "O", "N", "N", "H", "H", "H", "H", "C", "O", "N", "N", "H", "H", "H", "H", "C", "O", "N", "N", "H", "H", "H", "H"], "positions_angstrom": [[29.867, -4.037, 9.538], [29.679, -2.979, 8.381], [28.356, -2.244, 8.646], [28.436, -1.126, 9.677], [29.630, -0.131, 9.225], [31.030, -0.848, 9.302], [30.875, -2.038, 8.434], [32.073, -2.610, 8.004], [32.139, 0.135, 8.855], [31.434, -1.192, 10.728], [29.601, -3.655, 7.023], [29.150, -4.851, 9.431], [29.656, -3.622, 10.523], [30.819, -4.566, 9.491], [28.245, -1.641, 7.745], [27.476, -2.872, 8.782], [28.580, -1.579, 10.657], [27.520, -0.545, 9.576], [29.765, 0.649, 9.974], [29.502, 0.387, 8.274], [32.252, 0.937, 9.584], [33.058, -0.427, 8.688], [31.855, 0.625, 7.924], [32.380, -1.734, 10.743], [31.556, -0.257, 11.275], [30.796, -1.900, 11.256], [30.556, -4.141, 6.821], [29.212, -3.180, 6.123], [28.909, -4.497, 7.030], [32.197, -2.239, 7.128], [33.283, 6.347, 9.007], [31.886, 6.054, 9.560], [31.126, 7.423, 9.287], [29.551, 7.408, 9.329], [29.092, 6.193, 8.448], [29.743, 4.784, 8.564], [31.223, 4.964, 8.766], [32.004, 3.889, 8.476], [29.067, 4.015, 9.618], [29.424, 4.101, 7.209], [32.075, 5.837, 11.078], [33.372, 6.792, 8.016], [34.032, 5.558, 9.072], [33.770, 7.267, 9.331], [31.614, 8.111, 9.977], [31.424, 7.770, 8.297], [28.963, 8.303, 9.127], [29.303, 7.155, 10.360], [29.172, 6.432, 7.387], [28.043, 6.196, 8.746], [28.003, 3.795, 9.532], [29.492, 3.017, 9.729], [29.258, 4.472, 10.589], [30.140, 4.303, 6.412], [29.393, 3.022, 7.360], [28.385, 4.259, 6.922], [32.490, 4.843, 11.244], [31.151, 6.106, 11.590], [32.734, 6.627, 11.438], [32.117, 3.493, 9.343], [27.046, -6.407, 0.627], [26.611, -5.839, 2.035], [27.226, -4.514, 2.148], [26.879, -3.650, 3.434], [25.289, -3.757, 3.508], [24.645, -5.176, 3.398], [25.154, -5.746, 2.150], [24.562, -6.857, 1.824], [24.920, -5.861, 4.743], [23.158, -4.748, 3.346], [27.293, -6.855, 2.918], [26.627, -7.382, 0.378], [28.129, -6.520, 0.691], [26.828, -5.668, -0.143], [28.309, -4.606, 2.061], [26.904, -3.954, 1.270], [27.129, -2.591, 3.363], [27.341, -4.031, 4.345], [24.802, -3.191, 2.713], [24.998, -3.314, 4.461], [24.018, -5.912, 5.353], [25.189, -6.896, 4.528], [25.667, -5.407, 5.394], [22.465, -5.579, 3.215], [22.798, -4.330, 4.286], [22.889, -4.079, 2.528], [27.269, -6.515, 3.954], [28.322, -6.989, 2.585], [26.843, -7.840, 3.042], [24.002, -6.464, 1.151], [37.249, 0.040, 8.878], [37.584, -1.308, 9.566], [39.070, -1.379, 9.804], [39.431, -2.555, 10.739], [38.774, -2.465, 12.138], [37.257, -2.276, 12.060], [36.902, -1.419, 10.890], [35.423, -1.285, 10.788], [36.547, -3.651, 12.056], [36.873, -1.427, 13.274], [37.223, -2.394, 8.623], [37.720, 0.829, 9.464], [36.188, 0.291, 8.884], [37.509, 0.113, 7.822], [39.630, -1.285, 8.874], [39.272, -0.462, 10.358], [40.493, -2.604, 10.980], [39.095, -3.518, 10.353], [39.343, -1.785, 12.772], [39.081, -3.445, 12.502], [36.807, -4.248, 11.182], [36.924, -3.951, 13.034], [35.460, -3.598, 12.112], [37.372, -0.466, 13.154], [35.789, -1.368, 13.371], [37.176, -2.012, 14.143], [36.946, -3.347, 9.073], [37.911, -2.279, 7.786], [36.234, -2.138, 8.245], [35.246, -2.077, 10.274], [29.193, -7.750, 6.983], [30.720, -7.632, 7.143], [31.451, -7.777, 6.001], [28.886, -9.128, 6.788], [28.806, -7.174, 6.143], [28.707, -7.443, 7.909], [31.113, -8.474, 7.713], [30.929, -6.698, 7.665], [31.118, -8.511, 5.480], [28.948, -9.413, 7.703], [25.915, -3.587, 11.113], [25.214, -3.740, 12.454], [25.129, -2.558, 13.160], [24.969, -2.802, 10.309], [26.312, -4.527, 10.728], [26.748, -2.888, 11.188], [25.814, -4.531, 12.902], [24.156, -3.993, 12.385], [24.733, -1.922, 12.560], [24.472, -3.454, 9.811], [31.610, -3.621, 1.860], [31.201, -4.425, 3.053], [30.572, -3.662, 4.088], [30.558, -2.989, 1.107], [32.092, -4.387, 1.251], [32.428, -2.972, 2.171], [32.040, -4.839, 3.612], [30.471, -5.198, 2.813], [29.680, -3.596, 3.741], [30.946, -2.642, 0.301], [33.380, -0.430, 4.884], [34.572, 0.540, 4.596], [34.018, 1.728, 4.036], [33.599, -1.583, 5.658], [32.957, -0.779, 3.942], [32.519, 0.005, 5.392], [35.201, -0.004, 3.890], [35.250, 0.788, 5.413], [34.797, 2.106, 3.620], [34.551, -1.637, 5.769], [27.833, 1.328, 12.410], [28.785, 2.466, 12.788], [29.315, 2.356, 14.077], [28.289, 0.107, 12.870], [27.716, 1.038, 11.366], [26.840, 1.583, 12.782], [28.344, 3.455, 12.665], [29.646, 2.569, 12.127], [28.886, 1.644, 14.557], [29.145, -0.049, 12.464], [29.819, -4.999, 13.430], [28.997, -4.795, 12.566], [31.069, -5.413, 13.325], [29.654, -4.505, 14.679], [31.643, -5.448, 14.155], [31.419, -5.605, 12.397], [28.741, -4.117, 14.867], [30.437, -4.444, 15.315], [26.980, -7.690, 12.284], [27.234, -7.587, 13.412], [26.025, -8.499, 11.850], [27.524, -6.994, 11.338], [26.032, -8.713, 10.862], [25.373, -8.884, 12.518], [26.924, -6.998, 10.526], [28.010, -6.147, 11.597], [25.984, 2.778, 7.452], [26.509, 2.604, 6.378], [25.512, 3.889, 7.898], [25.912, 1.896, 8.393], [25.664, 4.812, 7.517], [25.250, 3.767, 8.865], [25.543, 2.097, 9.312], [26.448, 1.043, 8.328]], "total_charge": 0, "e_above_lowest_kcal_mol": 166.2, "e_homo_ev": -7.47, "smiles": "CC1(C)CCCC(C)(C)N1O.CC1(C)CCCC(C)(C)N1O.CC1(C)CCCC(C)(C)N1O.CC1(C)CCCC(C)(C)N1O.NC(N)=O.NC(N)=O.NC(N)=O.OCCO.OCCO.OCCO.OCCO.OCCO", "gap_ev": 7.66, "energy_ha": -3763.9674}



Entry 2:
{"formula": "C49H123N9O13", "method": "wB97M-V/def2-TZVPD", "species": ["C", "C", "C", "O", "C", "N", "H", "H", "H", "H", "H", "H", "H", "H", "H", "H", "H", "C", "C", "C", "O", "C", "N", "H", "H", "H", "H", "H", "H", "H", "H", "H", "H", "H", "C", "C", "C", "O", "C", "N", "H", "H", "H", "H", "H", "H", "H", "H", "H", "H", "H", "C", "C", "C", "O", "C", "N", "H", "H", "H", "H", "H", "H", "H", "H", "H", "H", "H", "C", "O", "C", "C", "N", "C", "C", "O", "C", "H", "H", "H", "H", "H", "H", "H", "H", "H", "H", "H", "H", "H", "H", "H", "C", "O", "C", "C", "N", "C", "C", "O", "C", "H", "H", "H", "H", "H", "H", "H", "H", "H", "H", "H", "H", "H", "H", "H", "C", "O", "C", "C", "N", "C", "C", "O", "C", "H", "H", "H", "H", "H", "H", "H", "H", "H", "H", "H", "H", "H", "H", "H", "C", "O", "C", "C", "N", "C", "C", "O", "C", "H", "H", "H", "H", "H", "H", "H", "H", "H", "H", "H", "H", "H", "H", "H", "C", "C", "C", "C", "C", "C", "N", "O", "C", "C", "C", "H", "H", "H", "H", "H", "H", "H", "H", "H", "H", "H", "H", "H", "H", "H", "H", "H", "H", "H"], "positions_angstrom": [[-22.641, -3.346, 11.576], [-24.142, -3.406, 11.308], [-24.746, -4.756, 11.765], [-23.875, -5.871, 11.851], [-23.490, -6.436, 10.606], [-24.823, -2.258, 11.885], [-22.167, -4.117, 10.974], [-22.516, -3.569, 12.637], [-22.243, -2.370, 11.307], [-24.308, -3.307, 10.231], [-25.657, -5.046, 11.223], [-25.243, -4.558, 12.721], [-22.709, -7.182, 10.777], [-23.007, -5.679, 9.988], [-24.288, -7.032, 10.159], [-25.836, -2.248, 11.858], [-24.637, -2.195, 12.884], [-19.121, -8.235, 17.457], [-19.754, -8.337, 18.833], [-19.915, -6.970, 19.549], [-20.426, -5.948, 18.693], [-19.931, -4.654, 19.084], [-21.159, -8.779, 18.589], [-18.149, -7.738, 17.360], [-19.862, -7.617, 16.951], [-18.973, -9.205, 16.981], [-19.231, -8.992, 19.530], [-18.900, -6.836, 19.933], [-20.742, -7.060, 20.254], [-18.901, -4.578, 18.727], [-19.970, -4.568, 20.172], [-20.630, -3.995, 18.579], [-21.224, -9.612, 18.016], [-21.595, -8.020, 18.078], [-22.101, -3.269, 23.813], [-21.862, -2.155, 22.811], [-20.411, -1.758, 22.736], [-20.165, -0.568, 22.037], [-18.854, -0.273, 21.671], [-22.270, -2.647, 21.488], [-23.176, -3.421, 23.960], [-21.718, -3.169, 24.829], [-21.793, -4.247, 23.435], [-22.413, -1.271, 23.159], [-19.830, -2.578, 22.293], [-20.018, -1.591, 23.749], [-18.729, 0.309, 20.757], [-18.272, -1.182, 21.485], [-18.380, 0.322, 22.462], [-23.271, -2.806, 21.565], [-22.117, -1.889, 20.829], [-18.965, -6.533, 13.351], [-17.833, -7.557, 13.186], [-18.143, -8.736, 14.190], [-17.205, -9.778, 13.899], [-17.307, -10.883, 14.791], [-17.991, -8.163, 11.854], [-19.181, -6.214, 14.375], [-19.821, -7.112, 12.999], [-18.823, -5.598, 12.811], [-16.836, -7.123, 13.122], [-19.127, -9.126, 13.936], [-18.017, -8.331, 15.197], [-16.394, -11.462, 14.715], [-18.190, -11.499, 14.568], [-17.631, -10.512, 15.769], [-17.433, -9.010, 11.867], [-18.919, -8.417, 11.548], [-23.617, -13.722, 15.184], [-22.612, -13.525, 14.239], [-21.291, -13.321, 14.783], [-21.121, -12.421, 15.993], [-21.190, -10.981, 15.820], [-22.563, -10.437, 15.686], [-22.399, -8.956, 15.279], [-21.551, -8.729, 14.197], [-21.885, -9.304, 12.930], [-24.515, -13.858, 14.573], [-23.863, -12.841, 15.784], [-23.567, -14.625, 15.804], [-20.588, -12.988, 14.024], [-21.200, -14.338, 15.192], [-20.107, -12.499, 16.402], [-21.751, -12.753, 16.821], [-20.698, -10.459, 15.105], [-23.107, -10.428, 16.632], [-23.168, -10.922, 14.912], [-21.958, -8.436, 16.135], [-23.390, -8.484, 15.248], [-21.175, -8.958, 12.184], [-22.893, -8.953, 12.692], [-21.911, -10.396, 12.935], [-23.272, 0.726, 19.511], [-22.679, 0.142, 18.336], [-21.292, 0.186, 18.349], [-20.786, -0.423, 17.057], [-20.918, -1.877, 16.990], [-20.519, -2.292, 15.665], [-20.827, -3.763, 15.394], [-22.231, -3.893, 15.476], [-22.737, -5.226, 15.180], [-24.327, 0.534, 19.337], [-23.171, 1.815, 19.514], [-22.868, 0.346, 20.450], [-20.815, -0.287, 19.221], [-20.936, 1.222, 18.473], [-19.752, -0.228, 16.759], [-21.301, 0.023, 16.192], [-21.733, -2.377, 17.310], [-19.461, -2.053, 15.518], [-21.024, -1.868, 14.782], [-20.386, -4.469, 16.108], [-20.494, -4.045, 14.385], [-22.445, -5.254, 14.125], [-23.772, -5.133, 15.495], [-22.256, -6.082, 15.663], [-10.509, 3.701, 19.066], [-11.758, 4.341, 19.301], [-12.459, 3.854, 20.423], [-12.968, 2.415, 20.139], [-14.219, 2.187, 20.841], [-14.816, 0.875, 20.615], [-15.465, 0.648, 19.267], [-16.552, -0.259, 19.438], [-17.286, -0.642, 18.312], [-9.912, 3.748, 19.980], [-10.011, 4.284, 18.294], [-10.650, 2.683, 18.698], [-13.369, 4.454, 20.449], [-11.870, 3.923, 21.340], [-12.205, 1.672, 20.362], [-13.311, 2.413, 19.095], [-14.941, 2.869, 20.652], [-15.517, 0.459, 21.351], [-14.050, 0.126, 20.847], [-14.694, 0.209, 18.616], [-15.815, 1.475, 18.639], [-18.095, -1.318, 18.590], [-16.697, -1.038, 17.481], [-17.837, 0.220, 17.909], [-28.987, -3.157, 13.755], [-27.901, -3.174, 14.676], [-27.747, -4.482, 15.206], [-26.402, -4.441, 15.983], [-26.471, -3.794, 17.274], [-25.188, -3.838, 17.977], [-25.188, -2.614, 18.880], [-26.148, -2.797, 19.903], [-26.224, -1.610, 20.683], [-29.884, -3.634, 14.160], [-28.802, -3.660, 12.802], [-29.197, -2.108, 13.555], [-27.703, -5.323, 14.508], [-28.563, -4.714, 15.897], [-25.720, -4.014, 15.232], [-26.030, -5.443, 16.220], [-26.702, -2.823, 17.101], [-24.348, -3.628, 17.291], [-24.848, -4.760, 18.448], [-25.325, -1.667, 18.350], [-24.219, -2.561, 19.402], [-25.202, -1.432, 21.034], [-26.919, -1.665, 21.517], [-26.526, -0.742, 20.087], [-18.693, -5.047, 9.730], [-18.098, -3.805, 10.402], [-19.161, -2.853, 10.967], [-18.585, -1.792, 11.902], [-17.789, -2.450, 12.988], [-16.639, -3.299, 12.428], [-17.193, -4.271, 11.460], [-16.168, -5.091, 10.950], [-15.512, -2.374, 12.012], [-16.117, -4.067, 13.658], [-17.360, -3.082, 9.244], [-18.114, -5.941, 9.953], [-18.847, -5.033, 8.649], [-19.730, -5.268, 10.016], [-19.827, -2.308, 10.301], [-19.729, -3.577, 11.566], [-19.432, -1.260, 12.336], [-17.849, -1.214, 11.341], [-18.337, -3.091, 13.684], [-17.344, -1.678, 13.623], [-15.183, -1.667, 12.776], [-14.600, -2.836, 11.631], [-15.863, -1.700, 11.227], [-15.607, -4.962, 13.286], [-15.398, -3.532, 14.274], [-16.877, -4.535, 14.288], [-16.580, -3.758, 8.884], [-16.814, -2.158, 9.453], [-17.972, -2.776, 8.394], [-15.905, -5.645, 11.689]], "total_charge": 0, "e_above_lowest_kcal_mol": 130.7, "e_homo_ev": -8.19, "smiles": "CC1(C)CCCC(C)(C)N1O.COC[C@H](C)N.COC[C@H](C)N.COC[C@H](C)N.COC[C@H](C)N.COCCNCCOC.COCCNCCOC.COCCNCCOC.COCCNCCOC", "gap_ev": 8.72, "energy_ha": -3411.1827}